# C5H14N3

2 unconnected molecules or ions with the total composition C5H14N3 in a non-equilibrium geometry (ωB97M-V with the def2-TZVPD basis set, the Open Molecules 2025 dataset).

Output
**Total charge**: +1
**LUMO level**: -4.9 eV
**Energy relative to the best compared isomer or geometry (same formula, charge and spin)**: 254.96 kJ/mol
**Orbital gap**: 6.91 eV
**DFT total energy**: -9874.5239 eV
**M**: 116.19 g mol⁻¹

The geometry in XYZ format:
```
22
C5H14N3 ωB97M-V with the def2-TZVPD basis set
C 1.37 1.87 -0.14
C 1.75 1.12 0.90
N 1.61 1.66 2.23
N 1.43 1.46 -1.48
H 0.79 2.77 0.05
H 2.36 0.23 0.79
H 2.50 1.72 2.70
H 1.06 1.01 2.79
H 2.34 1.13 -1.76
H 1.17 2.21 -2.11
C -2.03 -1.71 -1.72
C -1.51 -0.66 -0.75
C -0.82 -1.25 1.53
N -0.68 -1.33 0.27
H -1.23 -2.25 -2.21
H -2.66 -2.42 -1.17
H -2.65 -1.24 -2.48
H -0.85 0.08 -1.21
H -2.32 -0.14 -0.23
H -0.19 -1.85 2.18
H -1.54 -0.54 1.91
H 0.10 -1.86 -0.10
```